Entry 1:
# C44H98N6O6

A cluster of 6 separate species, C44H98N6O6 in total at a distorted geometry (the ωB97M-V functional and the def2-TZVPD basis, the Open Molecules 2025 dataset).

Element x y z (Å)
C  -2.348  6.093  -2.333
C  -2.473  4.511  -2.364
C  -2.421  4.091  -3.870
C  -1.234  3.889  -1.570
C  -1.426  2.428  -1.285
C  -2.700  2.130  -0.616
C  -4.036  2.718  -1.328
C  -4.432  1.757  -2.481
C  -5.115  2.712  -0.225
N  -3.769  4.147  -1.667
O  -4.930  4.769  -2.271
H  -3.029  6.462  -3.100
H  -2.675  6.444  -1.354
H  -1.325  6.447  -2.457
H  -1.436  4.377  -4.237
H  -2.462  3.020  -4.072
H  -3.179  4.590  -4.474
H  -0.281  3.984  -2.090
H  -1.048  4.420  -0.637
H  -1.495  1.760  -2.144
H  -0.650  2.271  -0.536
H  -2.646  2.668  0.331
H  -2.735  1.063  -0.395
H  -4.717  2.254  -3.408
H  -5.275  1.087  -2.313
H  -3.528  1.190  -2.704
H  -5.230  1.686  0.123
H  -6.068  3.068  -0.615
H  -4.824  3.274  0.662
H  -5.130  5.429  -1.604
C  -1.785  -6.754  -5.788
C  -1.240  -6.210  -4.455
C  -2.394  -5.775  -3.493
C  -0.484  -7.263  -3.603
C  1.024  -7.504  -4.055
C  1.767  -6.200  -3.959
C  1.116  -5.031  -4.882
C  1.766  -3.731  -4.312
C  1.549  -5.267  -6.381
N  -0.375  -4.998  -4.704
O  -0.994  -3.983  -5.427
H  -1.100  -6.773  -6.636
H  -2.117  -7.761  -5.538
H  -2.593  -6.065  -6.033
H  -1.963  -5.504  -2.529
H  -2.992  -4.961  -3.901
H  -3.051  -6.584  -3.173
H  -0.335  -7.167  -2.527
H  -0.916  -8.235  -3.841
H  1.693  -8.132  -3.467
H  1.100  -7.870  -5.079
H  2.829  -6.378  -4.134
H  1.739  -5.770  -2.958
H  1.225  -3.300  -3.469
H  1.763  -2.869  -4.979
H  2.808  -3.927  -4.059
H  0.998  -6.110  -6.796
H  2.595  -5.459  -6.620
H  1.316  -4.374  -6.961
H  -1.209  -3.374  -4.717
C  2.107  4.163  2.305
C  3.094  3.165  1.614
C  4.446  3.242  2.266
C  2.479  1.745  1.975
C  2.927  0.672  0.972
C  2.734  1.091  -0.531
C  3.349  2.450  -0.851
C  4.848  2.368  -1.035
C  2.711  3.012  -2.178
N  3.020  3.481  0.159
O  3.659  4.711  -0.058
H  1.183  4.129  1.728
H  1.981  3.948  3.366
H  2.423  5.206  2.286
H  4.839  4.259  2.264
H  4.314  2.975  3.314
H  5.192  2.599  1.799
H  2.666  1.282  2.944
H  1.397  1.860  1.896
H  3.994  0.480  1.085
H  2.449  -0.283  1.188
H  1.688  1.031  -0.830
H  3.222  0.339  -1.151
H  5.402  2.028  -0.160
H  5.316  3.310  -1.320
H  5.094  1.693  -1.855
H  3.098  3.993  -2.453
H  1.628  2.920  -2.105
H  3.013  2.330  -2.973
H  2.973  5.299  0.266
C  -1.863  4.357  3.034
C  -1.851  3.087  3.966
C  -3.300  2.739  4.344
C  -1.251  1.973  3.009
C  -0.845  0.753  3.808
C  0.253  1.069  4.887
C  -0.290  2.170  5.851
C  -1.347  1.578  6.823
C  0.984  2.575  6.646
N  -0.968  3.312  5.105
O  -1.232  4.400  5.832
H  -0.920  4.902  2.990
H  -2.240  4.186  2.026
H  -2.466  5.163  3.452
H  -3.959  3.158  3.584
H  -3.455  1.662  4.409
H  -3.513  3.202  5.308
H  -2.072  1.619  2.386
H  -0.529  2.382  2.302
H  -1.659  0.198  4.276
H  -0.396  -0.011  3.173
H  1.178  1.447  4.451
H  0.389  0.182  5.505
H  -0.875  0.806  7.431
H  -2.245  1.183  6.348
H  -1.787  2.380  7.417
H  1.646  3.161  6.009
H  1.454  1.647  6.971
H  0.808  3.250  7.483
H  -0.465  4.953  5.666
C  3.966  -2.970  2.126
O  2.993  -3.650  2.890
C  1.976  -2.822  3.536
C  0.945  -3.796  4.194
C  -0.273  -3.065  4.804
N  1.612  -4.638  5.135
H  3.501  -2.663  1.189
H  4.814  -3.607  1.873
H  4.405  -2.098  2.612
H  2.336  -2.131  4.298
H  1.414  -2.249  2.799
H  0.543  -4.474  3.441
H  -0.739  -3.706  5.553
H  -0.927  -2.823  3.966
H  0.066  -2.190  5.358
H  2.358  -5.019  4.570
H  2.084  -4.063  5.819
C  -0.500  -0.615  -4.280
O  -0.933  -1.408  -3.093
C  -0.187  -1.197  -1.913
C  -0.464  -2.181  -0.844
C  0.119  -1.758  0.517
N  -0.094  -3.543  -1.168
H  0.296  -1.055  -4.881
H  -0.373  0.445  -4.059
H  -1.387  -0.598  -4.913
H  0.864  -1.344  -2.160
H  -0.308  -0.137  -1.689
H  -1.547  -2.119  -0.736
H  0.105  -0.683  0.695
H  1.175  -2.025  0.475
H  -0.418  -2.221  1.344
H  -0.660  -3.821  -1.957
H  -0.319  -4.166  -0.405

Atoms 1-2, force components in eV/Å:
-0.6098 -1.4608 0.3164
0.3419 0.6052 -0.3528

Calculated total energy in eV: -68434.3481
SMILES: CC1(C)CCCC(C)(C)N1O.CC1(C)CCCC(C)(C)N1O.CC1(C)CCCC(C)(C)N1O.CC1(C)CCCC(C)(C)N1O.COC[C@H](C)N.COC[C@H](C)N
2S+1: 1
ΔE to the lowest compared entry with this formula, charge and spin in eV: 2.972
E_HOMO in eV: -7.93

Entry 2:
# C31H88O13

A cluster of 13 separate species, C31H88O13 in total at a distorted geometry (the ωB97M-V functional and the def2-TZVPD basis, the Open Molecules 2025 dataset).

Element x y z (Å)
C  2.264  -2.306  -2.600
C  1.229  -3.128  -3.319
O  0.579  -2.469  -4.383
H  2.657  -2.817  -1.721
H  1.928  -1.293  -2.387
H  3.147  -2.116  -3.224
H  0.465  -3.524  -2.632
H  1.610  -4.052  -3.764
H  0.328  -1.547  -4.277
C  0.517  4.858  0.616
C  0.347  3.370  0.295
O  -1.038  3.097  0.084
H  1.444  5.008  1.176
H  -0.299  5.156  1.275
H  0.486  5.497  -0.265
H  0.748  2.770  1.116
H  0.869  3.110  -0.632
H  -1.167  2.791  -0.824
C  4.737  3.851  1.085
C  3.339  3.371  0.719
O  3.241  3.355  -0.710
H  4.969  4.752  0.506
H  5.512  3.163  0.740
H  4.866  4.002  2.157
H  2.512  3.975  1.094
H  3.311  2.361  1.137
H  2.980  4.237  -0.987
C  -1.117  2.837  5.407
C  -0.348  2.193  4.292
O  -0.838  0.909  3.988
H  -2.183  2.887  5.154
H  -0.692  3.815  5.626
H  -1.164  2.261  6.336
H  0.691  2.119  4.655
H  -0.382  2.844  3.410
H  -0.553  0.623  3.108
C  -2.734  -2.372  -3.857
C  -4.078  -2.983  -3.475
O  -4.184  -4.275  -4.055
H  -2.638  -2.296  -4.940
H  -1.944  -2.931  -3.364
H  -2.686  -1.337  -3.505
H  -4.942  -2.386  -3.776
H  -4.050  -3.081  -2.382
H  -5.097  -4.554  -4.127
O  0.990  0.433  -3.939
H  1.770  0.524  -3.366
H  1.341  0.458  -4.838
C  -2.995  0.918  2.163
C  -3.454  2.242  2.771
C  -3.490  2.246  4.280
O  -2.504  3.281  2.399
H  -2.143  0.499  2.692
H  -2.687  1.154  1.138
H  -3.853  0.264  1.995
H  -4.403  2.588  2.357
H  -3.875  1.293  4.681
H  -4.130  3.037  4.664
H  -2.527  2.164  4.790
H  -2.090  3.022  1.554
C  5.026  2.342  -3.380
C  4.668  0.944  -2.854
C  5.693  0.396  -1.880
O  3.396  0.980  -2.177
H  5.818  2.757  -2.749
H  4.172  2.973  -3.597
H  5.607  2.236  -4.307
H  4.497  0.326  -3.739
H  5.855  0.956  -0.960
H  6.656  0.423  -2.416
H  5.534  -0.657  -1.649
H  3.342  1.800  -1.654
C  -4.142  -1.589  3.430
C  -3.835  -2.516  2.251
C  -4.518  -2.147  0.943
O  -2.421  -2.633  2.072
H  -3.883  -0.552  3.199
H  -3.695  -1.915  4.366
H  -5.230  -1.579  3.561
H  -4.218  -3.494  2.580
H  -4.502  -2.982  0.248
H  -4.032  -1.240  0.578
H  -5.554  -1.884  1.156
H  -2.037  -2.878  2.920
C  -2.563  4.083  -2.530
C  -2.069  2.947  -3.386
C  -1.325  3.434  -4.613
O  -1.196  2.144  -2.578
H  -1.766  4.568  -1.968
H  -3.199  3.703  -1.719
H  -3.261  4.708  -3.083
H  -2.886  2.294  -3.719
H  -1.990  3.943  -5.318
H  -0.824  2.662  -5.203
H  -0.516  4.126  -4.361
H  -0.774  1.472  -3.124
C  0.794  0.668  0.050
C  -0.604  0.090  0.244
C  -0.913  -0.982  -0.806
O  -0.600  -0.604  1.511
H  1.022  1.268  0.936
H  0.893  1.338  -0.804
H  1.476  -0.178  -0.038
H  -1.329  0.910  0.193
H  -0.212  -1.810  -0.747
H  -0.928  -0.458  -1.769
H  -1.941  -1.335  -0.691
H  -1.368  -1.205  1.527
C  2.584  -0.928  2.718
C  3.402  -2.199  2.420
C  3.090  -3.249  3.449
O  2.932  -2.667  1.146
H  1.530  -1.113  2.898
H  2.762  -0.163  1.961
H  3.037  -0.438  3.592
H  4.481  -2.061  2.356
H  3.557  -3.117  4.428
H  3.409  -4.235  3.099
H  2.013  -3.336  3.618
H  1.984  -2.507  1.085
C  1.236  -5.162  -0.323
C  0.057  -5.397  0.630
C  -1.291  -5.308  -0.068
O  0.199  -6.666  1.261
H  1.231  -4.142  -0.708
H  1.100  -5.885  -1.133
H  2.199  -5.242  0.179
H  0.187  -4.664  1.431
H  -2.005  -5.186  0.747
H  -1.527  -6.210  -0.637
H  -1.353  -4.522  -0.823
H  0.475  -7.326  0.617

Atoms 1-2, force components in eV/Å:
0.9518 0.1669 -0.4631
-0.9030 -0.2021 0.0939

Calculated total energy in eV: -60185.6292
2S+1: 1
ΔE to the lowest compared entry with this formula, charge and spin in eV: 5.041
E_HOMO in eV: -8.63